No. 1
C23H22LaN2OS2 as an isolated structure at a distorted geometry. Source: the OMol25 dataset; level of theory: ωB97M-V/def2-TZVPD.

Last column: Löwdin charge in e.
CARTESIAN COORDINATES (ANGSTROEM)
La1 0.17 0.39 0.01  1.695
C1 3.42 1.41 -0.30  -0.036
C2 3.39 0.13 -1.11  -0.330
C3 4.54 -0.33 -1.77  -0.006
C4 4.45 -1.49 -2.48  0.021
C5 3.25 -2.22 -2.54  -0.152
C6 3.16 -3.43 -3.26  -0.033
C7 1.98 -4.10 -3.28  -0.055
C8 0.86 -3.58 -2.60  -0.107
C9 0.89 -2.41 -1.88  -0.606
S1 -0.63 -1.89 -1.10  0.462
C10 2.13 -1.70 -1.85  -0.218
N1 2.24 -0.52 -1.15  -0.047
H1 4.40 1.88 -0.33  0.088
H2 3.20 1.21 0.75  0.076
H3 2.71 2.14 -0.69  0.081
H4 5.46 0.23 -1.71  0.120
H5 5.32 -1.88 -3.01  0.130
H6 4.04 -3.80 -3.78  0.120
H7 1.89 -5.03 -3.83  0.114
H8 -0.08 -4.13 -2.63  0.103
N2 -0.01 -0.12 2.35  -0.536
S2 0.36 0.91 3.53  1.039
C11 -1.13 1.67 4.14  -0.407
C12 -2.29 1.61 3.39  -0.078
C13 -3.43 2.26 3.85  -0.054
C14 -3.38 2.97 5.04  -0.056
C15 -2.21 3.04 5.78  -0.053
C16 -1.07 2.39 5.34  -0.075
C17 0.85 -0.02 4.95  -0.423
C18 2.18 0.04 5.34  -0.076
C19 2.60 -0.73 6.41  -0.056
C20 1.69 -1.54 7.07  -0.050
C21 0.35 -1.59 6.67  -0.049
C22 -0.08 -0.82 5.61  -0.069
H9 -0.61 -0.86 2.71  0.025
H10 -2.32 1.05 2.46  0.086
H11 -4.34 2.22 3.28  0.115
H12 -4.27 3.48 5.40  0.115
H13 -2.18 3.59 6.71  0.116
H14 -0.15 2.43 5.91  0.120
H15 2.88 0.69 4.81  0.111
H16 3.63 -0.69 6.73  0.115
H17 2.01 -2.14 7.91  0.116
H18 -0.35 -2.22 7.20  0.117
H19 -1.12 -0.83 5.31  0.123
C23 -2.59 1.61 -0.88  -0.187
O1 -1.18 1.71 -0.61  -0.655
H20 -2.99 2.54 -1.27  0.078
H21 -3.15 1.38 0.03  0.062
H22 -2.79 0.82 -1.60  0.069

Calculated values
* total charge: +1
* ΔE to the lowest compared entry with this formula, charge and spin: 50.0 kJ/mol


No. 2
A single C23H22N2O3 molecule. Source: the OMol25 dataset; level of theory: ωB97M-V/def2-TZVPD.

Last column: natural (NBO) charge in e.
CARTESIAN COORDINATES (ANGSTROEM)
C1 -1.94 -3.71 2.40  -0.265
O1 -1.19 -2.55 2.03  -0.516
C2 -1.68 -1.87 0.99  0.815
O2 -2.71 -2.14 0.44  -0.593
C3 -0.75 -0.73 0.59  -0.312
C4 -1.55 0.26 -0.24  -0.219
N1 -0.79 1.47 -0.51  -0.623
C5 -1.53 2.42 -1.32  -0.236
C6 -0.74 3.67 -1.61  -0.004
C7 -0.93 4.35 -2.80  -0.246
C8 -0.24 5.52 -3.07  0.311
O3 -0.48 6.13 -4.26  -0.658
C9 0.66 6.03 -2.14  -0.252
C10 0.85 5.34 -0.95  -0.160
C11 1.80 5.85 0.01  0.278
N2 2.55 6.26 0.78  -0.305
C12 0.16 4.16 -0.67  -0.154
C13 0.50 -1.31 -0.13  -0.417
C14 0.27 -2.59 -0.90  -0.023
C15 0.48 -3.79 -0.28  -0.208
C16 0.21 -5.01 -0.92  -0.212
C17 -0.27 -5.03 -2.19  -0.183
C18 -0.48 -3.81 -2.89  -0.073
C19 -0.95 -3.81 -4.23  -0.170
C20 -1.13 -2.65 -4.91  -0.215
C21 -0.83 -1.42 -4.29  -0.210
C22 -0.39 -1.39 -3.00  -0.209
C23 -0.20 -2.58 -2.25  0.020
H1 -1.42 -4.15 3.24  0.195
H2 -2.96 -3.43 2.68  0.197
H3 -1.99 -4.41 1.57  0.197
H4 -0.42 -0.23 1.50  0.239
H5 -1.92 -0.23 -1.15  0.190
H6 -2.44 0.56 0.33  0.205
H7 0.08 1.24 -0.99  0.350
H8 -1.87 1.98 -2.28  0.175
H9 -2.44 2.68 -0.77  0.208
H10 -1.62 3.98 -3.55  0.226
H11 0.05 6.93 -4.33  0.482
H12 1.22 6.94 -2.34  0.222
H13 0.32 3.64 0.26  0.237
H14 0.94 -0.54 -0.77  0.209
H15 1.25 -1.52 0.63  0.230
H16 0.86 -3.79 0.74  0.215
H17 0.39 -5.94 -0.39  0.215
H18 -0.48 -5.96 -2.69  0.212
H19 -1.16 -4.77 -4.70  0.210
H20 -1.49 -2.66 -5.93  0.215
H21 -0.96 -0.49 -4.84  0.213
H22 -0.16 -0.43 -2.55  0.198

Calculated values
* total charge: 0
* SMILES string: COC(=O)[C@H](CNCc1cc(O)cc(C#N)c1)Cc1cccc2ccccc12
* ΔE to the lowest compared entry with this formula, charge and spin: 184.5 kJ/mol


No. 3
A single C23H22N2O3 molecule. Source: the OMol25 dataset; level of theory: ωB97M-V/def2-TZVPD.

Last column: natural (NBO) charge in e.
CARTESIAN COORDINATES (ANGSTROEM)
C1 4.62 -4.19 1.42  -0.262
O1 3.64 -3.55 0.60  -0.510
C2 3.24 -2.33 1.03  0.811
O2 3.70 -1.81 2.01  -0.606
C3 2.16 -1.76 0.14  -0.310
C4 2.23 -0.24 0.14  -0.218
N1 1.28 0.30 -0.82  -0.629
C5 1.17 1.75 -0.73  -0.238
C6 -0.02 2.22 -1.52  -0.001
C7 -0.98 3.03 -0.93  -0.241
C8 -2.11 3.42 -1.64  0.311
O3 -3.01 4.21 -0.99  -0.661
C9 -2.29 3.00 -2.95  -0.256
C10 -1.33 2.18 -3.53  -0.165
C11 -1.53 1.73 -4.89  0.280
N2 -1.70 1.36 -5.96  -0.309
C12 -0.20 1.79 -2.83  -0.144
C13 0.78 -2.37 0.58  -0.427
C14 -0.07 -1.47 1.46  -0.024
C15 0.34 -1.24 2.75  -0.205
C16 -0.35 -0.37 3.61  -0.209
C17 -1.46 0.29 3.16  -0.180
C18 -1.94 0.07 1.85  -0.083
C19 -3.08 0.76 1.37  -0.171
C20 -3.55 0.57 0.10  -0.216
C21 -2.89 -0.34 -0.75  -0.204
C22 -1.79 -1.03 -0.32  -0.229
C23 -1.26 -0.83 0.99  0.006
H1 4.82 -5.15 0.94  0.196
H2 5.53 -3.60 1.47  0.195
H3 4.23 -4.34 2.43  0.192
H4 2.36 -2.12 -0.87  0.239
H5 2.06 0.13 1.16  0.189
H6 3.24 0.07 -0.15  0.202
H7 0.37 -0.07 -0.60  0.367
H8 1.07 2.10 0.31  0.175
H9 2.09 2.20 -1.12  0.203
H10 -0.87 3.35 0.10  0.230
H11 -3.73 4.43 -1.58  0.481
H12 -3.18 3.29 -3.50  0.221
H13 0.53 1.13 -3.29  0.233
H14 0.23 -2.66 -0.31  0.221
H15 0.97 -3.30 1.12  0.232
H16 1.24 -1.72 3.11  0.224
H17 0.01 -0.20 4.62  0.217
H18 -2.00 0.97 3.81  0.211
H19 -3.58 1.46 2.03  0.212
H20 -4.41 1.11 -0.25  0.216
H21 -3.26 -0.50 -1.75  0.219
H22 -1.31 -1.72 -1.00  0.213

Calculated values
* total charge: 0
* SMILES string: COC(=O)[C@H](CNCc1cc(O)cc(C#N)c1)Cc1cccc2ccccc12
* ΔE to the lowest compared entry with this formula, charge and spin: 176.0 kJ/mol


No. 4
A single C23H22N2O4 molecule. Source: the OMol25 dataset; level of theory: ωB97M-V/def2-TZVPD.

Last column: natural (NBO) charge in e.
CARTESIAN COORDINATES (ANGSTROEM)
C1 -3.89 -3.78 -4.95  -0.252
O1 -2.73 -3.77 -4.16  -0.492
C2 -2.71 -2.98 -3.05  0.288
C3 -3.74 -2.16 -2.63  -0.306
C4 -3.61 -1.39 -1.48  -0.166
C5 -2.44 -1.43 -0.74  0.100
N1 -2.24 -0.67 0.41  -0.602
C6 -3.10 0.17 1.05  0.655
O2 -4.25 0.37 0.75  -0.601
C7 -2.45 0.87 2.25  -0.182
O3 -1.03 0.76 2.23  -0.523
C8 -0.33 1.83 1.79  0.797
O4 -0.82 2.89 1.52  -0.557
C9 1.11 1.46 1.66  -0.100
C10 1.62 1.05 0.45  -0.031
C11 2.99 0.73 0.38  0.249
N2 3.81 0.78 1.39  -0.408
C12 3.34 1.18 2.59  0.137
C13 4.23 1.24 3.68  -0.190
C14 3.78 1.64 4.91  -0.203
C15 2.44 2.00 5.10  -0.210
C16 1.55 1.95 4.06  -0.198
C17 1.98 1.54 2.79  -0.013
C18 3.50 0.30 -0.97  -0.432
C19 3.07 1.31 -2.04  -0.399
C20 1.59 1.73 -1.92  -0.393
C21 0.84 0.95 -0.82  -0.439
C22 -1.40 -2.26 -1.16  -0.217
C23 -1.53 -3.03 -2.30  -0.242
H1 -3.69 -4.47 -5.77  0.201
H2 -4.76 -4.13 -4.39  0.176
H3 -4.10 -2.79 -5.37  0.176
H4 -4.67 -2.10 -3.18  0.221
H5 -4.42 -0.76 -1.16  0.246
H6 -1.32 -0.76 0.83  0.414
H7 -2.75 1.92 2.24  0.241
H8 -2.80 0.40 3.17  0.219
H9 5.26 0.97 3.51  0.227
H10 4.47 1.69 5.74  0.216
H11 2.11 2.31 6.08  0.216
H12 0.52 2.23 4.21  0.210
H13 4.58 0.20 -0.94  0.236
H14 3.07 -0.68 -1.20  0.210
H15 3.25 0.87 -3.02  0.211
H16 3.70 2.19 -1.95  0.209
H17 1.53 2.79 -1.68  0.210
H18 1.07 1.57 -2.87  0.214
H19 0.75 -0.09 -1.12  0.214
H20 -0.17 1.36 -0.71  0.227
H21 -0.49 -2.31 -0.58  0.207
H22 -0.73 -3.67 -2.63  0.226

Calculated values
* total charge: 0
* SMILES string: COc1ccc(NC(=O)COC(=O)c2c3c(nc4ccccc24)CCCC3)cc1
* ΔE to the lowest compared entry with this formula, charge and spin: 79.8 kJ/mol


| no. | HOMO-LUMO gap (eV) | DFT total energy (a.u.) |
| --- | --- | --- |
| 1 | 7.57 | -1902.209751 |
| 2 | 8.76 | -1224.897463 |
| 3 | 8.77 | -1224.900676 |
| 4 | 8.26 | -1300.168751 |